Here is C28H64LiN2O24P as an isolated structure in a non-equilibrium geometry from OMol25. Energies are from wB97M-V/def2-TZVPD.

Values from the calculation:
**Energy relative to the best compared isomer or geometry (same formula, charge and spin)**: 113.4 kcal per mole
**Gap between HOMO and LUMO**: 6.365 eV
**HOMO level**: -6.4 eV
**Total energy**: -91671.45157 eV
**Max |F|**: 18.61 eV Å⁻¹

```
120
Properties=species:S:1:pos:R:3:mulliken_charge:R:1
C 3.372 -0.958 4.035 -1.543
N 3.760 -0.234 2.905 0.750
C 5.159 0.145 3.128 -0.915
C 3.437 -1.142 1.720 -1.113
C 2.843 1.013 2.790 0.361
C 3.331 1.903 1.678 -0.094
O 2.383 2.978 1.665 -0.401
H 3.767 -1.886 3.925 0.919
H 2.381 -1.223 4.178 0.338
H 3.904 -0.457 4.946 0.222
H 5.676 -0.988 2.902 0.275
H 5.483 0.929 3.845 0.314
H 5.361 0.485 2.067 0.409
H 2.226 -1.082 1.696 0.065
H 3.741 -2.093 2.024 0.660
H 3.832 -0.842 0.742 0.386
H 2.945 1.694 3.676 0.367
H 1.809 0.634 2.494 -0.655
H 3.197 1.562 0.507 0.139
H 4.306 2.388 2.027 0.268
H 1.860 2.768 1.107 0.265
C 3.054 1.174 -4.783 -0.839
N 2.074 2.300 -4.513 0.392
C 2.337 3.396 -5.417 -1.186
C 0.680 1.778 -4.722 -0.851
C 2.186 2.716 -3.095 0.004
C 1.298 3.759 -2.579 -0.302
O 1.572 4.188 -1.241 -0.694
H 3.188 0.452 -3.933 0.239
H 4.264 1.401 -4.933 0.241
H 2.526 0.655 -5.594 0.438
H 2.666 2.888 -6.414 0.352
H 3.056 3.985 -5.367 0.614
H 1.516 4.105 -5.552 0.436
H 0.575 1.510 -5.777 0.557
H 0.217 2.719 -4.562 0.466
H 0.270 1.124 -3.894 -0.014
H 3.289 2.851 -2.965 0.555
H 2.187 1.739 -2.337 -0.444
H 0.217 3.547 -2.376 0.194
H 1.287 4.793 -3.302 0.012
H 1.216 3.581 -0.587 0.620
Li -1.718 0.912 -2.059 0.641
P -0.011 0.995 -0.231 0.122
O -1.467 1.242 -0.292 -1.128
O 0.737 2.385 0.067 -0.998
O -0.021 0.755 -1.690 -0.767
O 0.405 -0.164 0.516 0.416
C -2.675 3.979 -0.254 0.007
O -2.689 5.321 0.019 -0.297
C -2.992 6.294 -0.867 0.726
O -3.470 6.182 -2.026 -0.617
O -2.864 7.491 -0.300 -0.343
C -2.918 8.562 -1.177 -0.654
H -2.514 3.395 0.673 -0.152
H -1.809 3.813 -0.976 0.040
H -3.617 3.734 -0.663 0.415
H -1.935 8.542 -1.727 0.239
H -3.073 9.522 -0.790 0.275
H -3.823 8.409 -1.748 0.305
C -3.671 2.309 7.006 -1.057
O -2.403 2.156 6.324 -0.335
C -2.476 2.015 4.943 0.774
O -3.491 2.222 4.209 -0.598
O -1.345 1.493 4.474 -0.384
C -0.963 1.545 3.082 0.829
H -3.308 2.727 7.906 0.334
H -4.026 1.499 7.409 0.461
H -4.437 2.700 6.560 0.452
H -0.087 2.046 2.979 0.204
H -1.735 2.190 2.463 -0.242
H -0.907 0.534 2.621 -0.417
C -6.088 -4.393 0.549 -0.770
O -5.828 -3.122 0.459 -0.338
C -4.897 -2.409 1.256 0.730
O -4.285 -2.983 2.144 -0.594
O -4.560 -1.122 0.937 -0.300
C -3.627 -0.278 1.551 0.673
H -6.903 -4.679 -0.074 0.259
H -6.307 -4.738 1.482 0.366
H -5.234 -4.850 0.169 0.307
H -3.495 0.718 0.904 -0.161
H -2.701 -0.847 1.505 -0.548
H -4.057 0.077 2.595 0.291
C 2.300 -5.453 5.368 -0.639
O 1.104 -4.922 4.818 -0.362
C 1.132 -4.213 3.806 0.797
O 2.176 -3.963 3.056 -0.612
O -0.088 -3.811 3.358 -0.363
C -0.211 -2.849 2.320 0.699
H 2.373 -6.252 4.649 0.330
H 2.055 -5.804 6.220 0.275
H 2.967 -4.628 5.276 0.253
H 0.045 -3.431 1.376 0.189
H 0.545 -2.157 2.378 -0.696
H -1.105 -2.498 2.147 0.360
C 1.667 -2.192 -1.648 -0.906
O 1.410 -3.014 -2.747 -0.251
C 2.268 -3.120 -3.814 0.705
O 3.255 -2.387 -3.911 -0.629
O 1.973 -4.012 -4.753 -0.308
C 2.652 -4.017 -5.936 -0.588
H 1.550 -1.248 -2.083 0.305
H 2.704 -2.213 -1.456 0.657
H 1.188 -2.275 -0.778 0.245
H 2.610 -3.063 -6.300 0.275
H 2.375 -4.818 -6.643 0.204
H 3.758 -4.188 -5.618 0.249
C -1.978 -2.208 -1.140 -1.489
O -1.686 -3.415 -1.841 -0.207
C -2.586 -4.091 -2.527 0.764
O -3.776 -3.611 -2.578 -0.650
O -2.228 -5.313 -2.993 -0.321
C -3.182 -6.180 -3.607 -0.800
H -2.538 -2.503 -0.477 0.806
H -2.479 -1.470 -1.783 0.076
H -1.242 -1.888 -0.477 0.683
H -3.196 -6.178 -4.693 0.292
H -4.128 -5.828 -3.380 0.376
H -2.858 -7.194 -3.669 0.311
```